Record 1
Density functional theory data (ωB97M-V/def2-TZVPD) for a cluster of 22 separate species, C44H66N22 in total.

Geometry as XYZ:
```
132
Properties=species:S:1:pos:R:3:forces:R:3:lowdin_charge:R:1
C -4.913848 2.548737 -0.105796 0.029 -0.566 -0.556 -0.04
C -5.104984 1.081770 -0.238946 0.580 5.553 0.566 -0.27
N -5.223974 -0.025193 -0.292782 -0.643 -4.528 -0.377 0.17
H -5.857314 3.044851 -0.214520 -0.743 0.122 0.329 0.07
H -4.369766 2.921292 -0.965579 0.533 -0.129 -0.051 0.08
H -4.418079 2.865426 0.813612 -0.018 -0.308 -0.120 0.06
C 1.043463 -1.845220 2.420696 0.270 -0.548 -0.538 -0.07
C -0.331653 -2.262544 2.206832 -1.591 -0.497 -0.298 -0.25
N -1.406170 -2.694796 2.089613 1.584 0.812 0.145 0.16
H 1.232765 -1.887239 3.471684 0.318 -0.146 0.725 0.06
H 1.329212 -0.877993 2.053404 -0.590 0.589 -0.155 0.04
H 1.683031 -2.518882 1.856368 0.109 -0.391 0.214 0.05
C 2.894517 3.448981 -5.080374 0.382 -0.210 0.101 -0.08
C 3.751894 2.515246 -5.811018 -2.963 2.662 1.938 -0.29
N 4.223038 1.662469 -6.358654 2.277 -3.049 -2.204 0.15
H 3.594369 4.160012 -4.634039 -0.734 0.380 0.118 0.08
H 2.337406 2.893620 -4.318201 0.448 0.149 0.099 0.03
H 2.105204 3.869086 -5.714791 0.589 0.285 0.007 0.08
C -4.324427 -0.362691 2.835070 1.491 0.148 -1.004 -0.09
C -4.882325 -0.825502 4.035522 -0.605 -1.028 1.876 -0.31
N -5.289906 -1.336258 4.980696 -0.101 0.252 0.030 0.14
H -3.751933 0.546451 2.988970 0.152 0.093 0.123 0.07
H -5.098985 -0.173665 2.137730 -0.651 0.087 -0.832 0.04
H -3.647222 -1.148412 2.450133 -0.306 0.386 0.071 0.07
C 3.284043 1.629299 -0.436484 -0.020 0.638 -1.697 -0.05
C 2.940816 3.055327 -0.712227 0.871 -1.431 -0.560 -0.24
N 2.830123 4.134852 -1.083357 -0.306 0.306 0.185 0.14
H 4.165418 1.272405 -1.034613 -0.957 0.537 0.342 0.07
H 2.424676 0.992183 -0.587710 -0.272 -0.132 -0.441 0.05
H 3.504396 1.538380 0.571873 0.631 -0.101 2.078 0.04
C -2.545910 -3.201051 5.074214 0.687 0.558 0.590 -0.06
C -1.375224 -2.491942 5.594581 -1.317 -1.278 -0.747 -0.26
N -0.423365 -1.980667 5.942815 1.368 0.978 0.654 0.15
H -2.682765 -2.894213 4.064981 -0.225 0.089 -0.809 0.02
H -3.390708 -2.951041 5.660503 -0.973 0.484 0.482 0.04
H -2.447829 -4.259476 5.141381 0.480 -0.808 -0.081 0.08
C -0.895361 -1.858646 -3.988716 -0.040 -0.100 -0.932 -0.06
C -1.446682 -0.530473 -3.829520 -1.343 2.474 0.093 -0.27
N -1.955092 0.522639 -3.770822 1.097 -2.308 -0.030 0.16
H -0.108991 -2.063714 -3.283673 0.474 0.115 0.084 0.04
H -0.587345 -2.001575 -5.049602 0.004 0.053 0.832 0.08
H -1.677000 -2.559401 -3.766421 -0.503 -0.521 0.036 0.05
C 1.861264 -6.081254 0.152412 -1.060 0.694 -0.309 -0.05
C 1.227814 -5.232017 -0.885442 1.556 -1.902 2.959 -0.24
N 0.824574 -4.630920 -1.744252 -1.283 1.585 -2.574 0.16
H 2.345756 -5.460888 0.927035 -0.213 -0.398 -0.484 0.05
H 2.567645 -6.658687 -0.421794 0.484 -0.405 0.292 0.07
H 1.070420 -6.731377 0.560773 0.504 0.198 0.021 0.09
C -5.396653 -3.645700 -7.199289 0.431 1.713 -0.830 -0.07
C -3.939531 -3.903351 -7.073061 0.394 0.167 0.497 -0.25
N -2.806932 -4.111836 -6.938881 -1.450 0.250 -0.243 0.12
H -5.664137 -2.602469 -7.527318 0.922 -0.654 0.563 0.10
H -5.985886 -3.817173 -6.320395 0.113 -0.446 0.570 0.07
H -5.775865 -4.189719 -8.029230 -0.326 -1.029 -0.505 0.06
C 2.894598 -2.299516 -2.239188 -1.849 -0.057 1.321 -0.05
C 1.697380 -1.906446 -1.454242 1.000 0.317 0.022 -0.30
N 0.788189 -1.714499 -0.780832 -0.177 0.364 -0.004 0.18
H 3.594430 -2.681111 -1.537254 0.542 -0.825 0.596 0.04
H 3.387965 -1.504928 -2.717458 0.079 1.126 -0.961 0.03
H 2.465746 -3.057100 -2.860794 0.495 -0.541 -0.860 0.04
C 1.615117 1.108013 6.294982 -2.137 0.576 0.989 -0.08
C 2.727731 0.449657 5.680930 -4.248 2.967 2.239 -0.32
N 3.676905 0.009128 5.326335 5.215 -2.749 -2.371 0.13
H 0.879658 0.332074 6.540703 0.152 -0.017 0.198 0.04
H 1.023964 1.759688 5.631652 0.662 -0.093 -0.072 0.07
H 1.818098 1.692183 7.237982 0.290 -0.747 -1.111 0.11
C 0.983432 6.071611 0.821068 -0.509 -0.020 0.302 -0.06
C 0.935669 6.397009 2.276230 -0.072 0.386 -1.139 -0.24
N 1.002078 6.704829 3.381767 -0.089 -0.224 -0.203 0.14
H 1.847595 5.407863 0.713488 -0.257 0.241 -0.458 0.04
H 1.051130 6.968831 0.177564 0.420 -0.297 0.670 0.09
H 0.061280 5.575893 0.454113 0.532 -0.026 0.645 0.06
C 0.675954 0.800623 -5.883553 -0.797 -0.621 -0.366 -0.06
C 1.280858 0.517293 -4.588488 -0.057 0.276 0.573 -0.28
N 1.722800 0.419693 -3.527166 -0.132 -0.069 -0.656 0.20
H 0.497350 -0.123944 -6.475647 0.390 0.560 0.428 0.09
H 1.306169 1.482620 -6.420731 0.494 0.091 -0.422 0.05
H -0.289652 1.310496 -5.771242 0.229 -0.207 0.366 0.08
C 5.718711 -1.705488 1.647460 1.059 0.536 -1.293 -0.06
C 4.848864 -2.762303 1.194113 -2.687 -1.789 -0.400 -0.24
N 4.035346 -3.562171 0.931969 1.996 1.667 0.394 0.15
H 5.324693 -1.231687 2.516898 -0.662 0.502 0.524 0.07
H 5.908014 -0.954035 0.816225 -0.142 -0.964 1.054 0.10
H 6.639213 -2.167531 1.990920 0.380 0.105 -0.273 0.08
C -2.021599 0.006888 0.313013 1.577 0.094 -1.512 -0.07
C -0.934637 0.637989 1.039231 -1.455 -1.080 -0.681 -0.29
N -0.083404 1.009928 1.686139 1.668 1.131 1.098 0.18
H -1.601872 -0.259352 -0.704374 -0.716 0.071 1.066 0.09
H -2.821101 0.696541 0.217264 -0.644 0.498 -0.190 0.02
H -2.329835 -0.865340 0.852524 -0.079 -0.500 0.058 0.01
C -0.984256 3.808456 3.615578 -0.476 -0.733 0.367 -0.09
C -1.634394 3.937158 2.327688 -0.053 1.434 -2.661 -0.26
N -1.992344 4.072805 1.221232 0.369 -0.496 2.335 0.14
H 0.081300 4.112025 3.653763 -0.782 -0.477 -0.263 0.09
H -1.230030 2.775553 3.817817 1.083 -0.914 0.293 0.03
H -1.529918 4.205730 4.458558 -0.245 0.970 -0.158 0.05
C -4.414041 -3.275737 -0.339507 -0.371 1.986 1.324 -0.10
C -3.614393 -3.914718 -1.348247 2.125 -1.312 -2.017 -0.27
N -2.908690 -4.400898 -2.148453 -1.828 1.155 1.823 0.13
H -3.913552 -2.322198 0.068618 -0.593 -1.561 -0.776 0.07
H -4.655140 -3.903035 0.518440 0.415 -0.281 -0.105 0.08
H -5.390098 -2.948895 -0.712656 0.291 -0.005 -0.290 0.07
C 0.754179 -5.305971 -5.182318 -1.279 0.945 0.155 -0.06
C 1.399844 -4.076010 -5.629977 0.562 0.904 -0.141 -0.28
N 1.837509 -3.047757 -5.932136 -0.368 -0.991 0.239 0.13
H 1.239965 -6.197560 -5.502851 0.515 -0.525 -0.363 0.07
H -0.270087 -5.264199 -5.614831 0.512 -0.249 0.387 0.08
H 0.686763 -5.288411 -4.086690 -0.055 0.000 -0.261 0.04
C -0.174182 6.723855 6.332501 0.065 1.572 -1.554 -0.08
C -0.451420 5.343220 6.569471 0.487 2.741 -0.477 -0.31
N -0.854482 4.370667 6.957602 -0.960 -3.625 0.922 0.15
H -0.231988 7.047621 5.243753 0.023 -0.641 1.480 0.06
H 0.792801 6.997298 6.698636 0.877 -0.085 -0.031 0.07
H -0.835318 7.320104 6.949456 -0.508 0.006 -0.065 0.08
C -0.588522 2.393556 -1.809227 2.716 -0.618 2.006 -0.12
C -0.301884 3.270086 -2.869103 -0.309 0.569 -2.197 -0.30
N -0.093565 3.756132 -3.890443 0.138 0.421 0.272 0.16
H -0.154358 2.808623 -0.873895 -0.127 -0.388 -0.410 0.07
H -0.048787 1.461760 -2.088725 -0.462 0.336 0.512 0.06
H -1.592259 2.211020 -1.613720 -1.855 -0.247 -0.111 0.03
C -2.345851 0.653231 7.752302 0.297 -0.898 0.882 -0.06
C -2.474288 0.916037 6.343979 0.153 -1.523 4.380 -0.31
N -2.545584 1.107922 5.252621 -0.348 1.078 -5.257 0.18
H -1.946901 1.578001 8.107284 0.555 0.604 0.760 0.05
H -1.595277 -0.191228 7.971827 -1.419 1.188 -0.398 0.11
H -3.339044 0.551397 8.250929 0.820 -0.373 -0.514 0.10
C 6.750191 0.277142 -4.780035 -0.408 -1.312 0.300 -0.06
C 6.301969 0.130453 -3.387283 -0.103 -0.714 0.057 -0.25
N 5.907588 -0.095688 -2.328164 0.204 0.333 -0.344 0.13
H 6.949437 -0.731709 -5.251469 -0.188 1.188 0.658 0.11
H 7.605655 0.907203 -4.808436 0.898 0.343 -0.092 0.07
H 5.960632 0.776516 -5.308885 -0.382 0.069 -0.473 0.01
```
Forces are in eV/Å.

For the HOMO-LUMO gap, the calculation gives 11.64 eV. The calculation puts the energy above the lowest of the compared OMol25 structures with the same formula, charge and spin at 24.7 kcal/mol. The total energy comes out at -2920.6042 a.u. The value obtained for the HOMO energy is -11.0 eV.


Record 2
Density functional theory data (ωB97M-V/def2-TZVPD) for a structure of composition C44H66N2O5PSSeSiTa.

Geometry as XYZ:
```
122
Properties=species:S:1:pos:R:3:forces:R:3:lowdin_charge:R:1
Ta -1.140949 0.298214 0.845888 -1.014 0.582 1.282 1.64
C -1.028686 -2.482670 -6.617529 -0.023 -0.014 -0.031 -0.03
C 0.171563 -1.936681 -5.830956 -0.011 0.008 0.046 -0.55
C 1.313379 -2.964153 -5.847921 0.019 -0.026 -0.007 -0.03
C 0.658559 -0.655375 -6.505861 0.023 0.075 -0.030 -0.06
C -0.245926 -1.688782 -4.381903 0.007 -0.023 -0.020 -0.14
C -0.180362 -0.440037 -3.781183 -0.017 -0.068 -0.094 -0.03
C -0.550308 -0.328539 -2.455211 0.059 0.193 -0.060 -0.38
Se -0.386549 1.365130 -1.575732 0.177 0.019 -0.130 1.24
C 1.471224 1.275779 -1.095667 -0.085 0.082 -0.208 -0.38
C 2.464944 1.542366 -2.015347 0.127 0.079 0.050 -0.02
C 3.793993 1.478838 -1.597356 0.002 -0.041 0.008 -0.13
C 4.031938 1.233640 -0.248473 0.069 -0.006 0.085 0.04
C 3.050217 0.996133 0.719170 0.302 0.065 0.068 -0.07
C 1.757408 0.959990 0.226534 -0.652 -0.042 0.374 -0.28
O 0.669690 0.598532 1.005581 1.164 0.137 -0.286 -0.34
C 3.490027 0.846144 2.187412 -0.053 0.001 -0.145 -0.52
C 2.336327 0.835061 3.197754 -0.006 0.032 0.029 -0.04
C 4.294941 -0.450353 2.339936 0.039 -0.020 0.018 -0.02
C 4.390526 2.043969 2.538180 0.019 0.041 0.025 -0.03
C 4.974757 1.669846 -2.547701 -0.049 0.004 0.038 -0.55
C 5.831269 2.851603 -2.071541 0.022 0.036 -0.003 -0.03
C 4.509579 1.943809 -3.975537 -0.019 0.021 -0.091 -0.06
C 5.819059 0.386052 -2.545447 0.009 -0.013 0.009 -0.03
C -0.999827 -1.402200 -1.704082 -0.288 0.267 0.662 -0.28
O -1.362815 -1.106144 -0.389370 0.318 -0.794 -1.094 -0.38
C -1.107086 -2.674115 -2.266374 -0.029 -0.128 -0.191 -0.06
C -0.710269 -2.749458 -3.604534 -0.016 -0.120 -0.033 0.05
C -1.674990 -3.932238 -1.579272 0.045 0.099 -0.112 -0.52
C -1.305463 -5.192891 -2.372635 -0.030 -0.085 -0.005 -0.05
C -1.142586 -4.125949 -0.159356 0.088 -0.051 0.046 -0.04
C -3.206682 -3.835837 -1.530740 -0.070 0.034 0.036 -0.03
H -0.747520 -2.651527 -7.658668 0.009 0.004 0.033 0.09
H -1.863142 -1.777983 -6.603332 0.029 -0.008 0.005 0.09
H -1.380080 -3.434230 -6.214372 0.007 0.024 -0.005 0.08
H 1.657346 -3.125106 -6.871210 -0.028 0.008 0.017 0.09
H 0.995810 -3.930499 -5.451890 0.009 0.024 0.000 0.08
H 2.163777 -2.616928 -5.256124 -0.024 0.003 -0.016 0.09
H 0.950043 -0.875871 -7.533286 -0.008 -0.001 0.021 0.10
H 1.534549 -0.234547 -6.003254 -0.031 -0.035 -0.007 0.08
H -0.120380 0.110876 -6.547108 0.013 -0.044 0.008 0.09
H 0.152315 0.430868 -4.329359 0.003 -0.010 0.030 0.10
H 2.210516 1.795944 -3.036033 0.001 -0.032 0.040 0.11
H 5.060534 1.236123 0.089163 -0.022 -0.018 -0.041 0.11
H 1.718256 -0.059072 3.124706 0.013 0.001 -0.020 0.06
H 1.691198 1.712432 3.095073 0.036 -0.015 -0.001 0.09
H 2.764950 0.855996 4.201002 -0.016 -0.006 -0.007 0.10
H 3.677170 -1.324585 2.126675 -0.013 0.002 -0.006 0.07
H 4.666939 -0.540770 3.362843 -0.013 0.007 -0.023 0.10
H 5.155212 -0.472772 1.668479 -0.028 0.007 0.022 0.09
H 3.896879 2.992099 2.312504 -0.012 -0.033 0.023 0.10
H 5.341055 2.022961 2.004767 -0.038 0.003 -0.001 0.08
H 4.618781 2.026108 3.604928 0.017 -0.009 -0.022 0.09
H 5.252612 3.777878 -2.056633 0.005 -0.030 -0.008 0.10
H 6.676839 2.992251 -2.746897 -0.019 -0.006 0.007 0.10
H 6.235678 2.689037 -1.070945 -0.013 -0.008 -0.025 0.08
H 3.926856 2.865999 -4.048197 0.026 -0.025 0.013 0.09
H 3.912113 1.119817 -4.376672 0.032 0.020 0.025 0.08
H 5.381134 2.057716 -4.620805 -0.023 0.006 -0.002 0.10
H 6.227899 0.171230 -1.556146 -0.010 0.008 -0.026 0.08
H 6.658455 0.492927 -3.234672 -0.014 0.003 0.019 0.09
H 5.226898 -0.475724 -2.862508 0.006 0.030 0.001 0.09
H -0.778455 -3.715049 -4.085208 0.036 0.091 0.010 0.10
H -0.232494 -5.256683 -2.566434 -0.026 -0.005 0.045 0.10
H -1.833474 -5.260747 -3.325422 0.001 0.013 0.040 0.09
H -1.592249 -6.067103 -1.787818 -0.006 -0.005 -0.022 0.09
H -0.053116 -4.210881 -0.157475 -0.026 0.004 -0.009 0.09
H -1.545505 -5.057816 0.243680 0.022 0.028 0.004 0.10
H -1.436079 -3.320539 0.509215 -0.032 0.058 -0.012 0.06
H -3.620240 -3.559361 -2.502388 0.013 -0.022 0.013 0.10
H -3.532827 -3.098869 -0.793829 0.041 -0.010 -0.040 0.03
H -3.630329 -4.800534 -1.242704 0.031 0.014 0.005 0.10
C -4.204977 3.488419 5.025492 -0.337 0.004 -0.096 -0.17
Si -2.403852 3.397873 5.419308 0.075 -0.055 -0.144 0.48
C -1.985513 1.868743 6.371014 0.117 -0.289 0.128 -0.18
C -1.816734 4.893477 6.326900 0.100 0.245 0.187 -0.18
C -1.513958 3.409367 3.731067 0.089 0.156 -0.098 -0.20
C -0.792759 4.531868 3.323997 0.046 -0.011 0.038 -0.03
C -0.181516 4.617143 2.071809 0.006 0.023 0.070 -0.02
C -0.332137 3.566428 1.205285 -0.137 -0.013 -0.128 -0.11
N -1.052756 2.488440 1.551900 -0.028 -0.377 -0.323 -0.13
C -1.587721 2.391599 2.780494 0.077 -0.017 -0.141 -0.67
S -2.320167 0.800232 2.969960 -0.009 0.332 0.192 0.74
H -4.814220 3.456229 5.932245 0.025 0.007 -0.034 0.05
H -4.508148 2.650098 4.391373 -0.035 0.049 0.018 0.02
H -4.434133 4.418922 4.500269 -0.054 -0.041 0.005 0.04
H -2.281371 2.021475 7.413029 0.020 -0.057 -0.030 0.05
H -0.909938 1.673006 6.357189 -0.042 -0.026 0.038 0.04
H -2.504731 0.980454 6.002796 0.050 0.072 0.025 0.02
H -2.301230 4.922373 7.307129 0.044 0.024 -0.035 0.05
H -2.062443 5.830227 5.820454 0.013 -0.038 0.034 0.04
H -0.736934 4.860148 6.497883 -0.048 0.047 0.020 0.05
H -0.684371 5.366859 4.007135 -0.022 -0.031 -0.032 0.11
H 0.391786 5.484855 1.777346 -0.030 0.000 0.026 0.12
H 0.097667 3.577398 0.211070 0.014 -0.017 0.023 0.10
C -6.548576 -0.291850 -1.090071 0.101 0.087 0.020 -0.07
O -5.483569 0.047163 -0.156312 -0.075 0.017 0.093 -0.36
P -3.998170 -0.455432 -0.450309 -0.158 0.074 0.138 0.95
O -3.104880 0.984349 -0.066266 0.388 -0.078 -0.094 -0.57
C -3.663295 2.328201 -0.118887 0.005 -0.166 0.000 -0.05
O -3.572198 -1.070269 1.009871 -0.099 -0.203 -0.119 -0.48
C -4.466978 -1.741390 1.921222 0.058 0.025 -0.067 -0.07
H -7.361289 0.396045 -0.886099 -0.009 0.017 -0.005 0.10
H -6.874479 -1.314471 -0.917622 -0.009 -0.006 0.012 0.09
H -6.206217 -0.173327 -2.116411 -0.015 -0.017 -0.018 0.09
H -3.356434 2.848536 0.781512 -0.064 0.022 0.006 0.08
H -4.744878 2.252756 -0.149820 -0.015 0.019 -0.025 0.09
H -3.283227 2.829423 -1.005692 0.019 0.030 -0.015 0.09
H -4.341822 -1.293876 2.904714 0.010 0.017 0.015 0.07
H -4.207707 -2.797420 1.945658 -0.010 -0.017 0.007 0.10
H -5.499178 -1.608529 1.608062 -0.016 -0.015 0.007 0.09
C 0.959662 -3.535880 3.452317 0.045 -0.086 0.090 -0.01
C -0.175955 -2.957795 3.991500 -0.064 -0.004 0.016 -0.01
C -0.813435 -1.951339 3.291502 0.050 -0.127 -0.161 -0.13
N -0.372713 -1.511249 2.102030 -0.136 0.106 0.148 -0.07
C 0.722617 -2.088312 1.581355 -0.056 -0.112 -0.051 -0.15
C 1.410426 -3.096517 2.218992 0.035 -0.004 -0.049 -0.04
H 1.485151 -4.319230 3.983251 -0.018 0.009 -0.008 0.13
H -0.570860 -3.274108 4.947270 0.008 0.019 -0.030 0.12
H -1.696481 -1.483710 3.696146 0.011 0.043 0.005 0.05
H 1.046935 -1.730262 0.613382 0.023 -0.042 0.014 0.12
H 2.282878 -3.529885 1.749186 -0.016 0.025 0.009 0.13
```
Forces are in eV/Å.

For the HOMO-LUMO gap, the calculation gives 7.99 eV. As for the charge: +2. The calculation puts the energy above the lowest of the compared OMol25 structures with the same formula, charge and spin at 21.2 kcal/mol. The total energy comes out at -5689.1893 a.u. The value obtained for the HOMO energy is -13.4 eV.